Record 1
95
Properties=species:S:1:pos:R:3 method="wB97M-V/def2-TZVPD" homo_energy_ha="-0.3510 / -0.3581" e_above_lowest_kj_mol=0.0 s_squared=3.82 e_tot_ev=-117008.6970 orbital_gap_ev="6.70 / 7.61" spin_multiplicity=4 charge=+1 fmax_ev_per_a=2.512
Cr 0.03923 -9.09141 17.96634
S 0.75207 -11.87860 19.85485
P -0.51515 -6.82382 16.74657
P -1.93444 -10.44466 15.81643
Si 1.69735 -8.13103 20.70322
F -1.70025 -10.78755 20.07172
F 1.00268 -10.45419 16.95542
F 2.16785 -7.81816 16.32542
N -2.11933 -8.45846 18.53035
N 1.73557 -8.69700 19.03594
C -1.19482 -6.88603 15.03296
C -3.29029 -4.41310 18.61891
C 1.18122 -3.11495 16.10583
C -1.77000 -6.11845 12.37255
C 2.94514 -8.80234 18.37568
C -2.40626 -6.26280 14.70646
C 0.90935 -13.22579 18.68581
C 1.51536 -5.32191 17.80406
C 2.33600 -4.19746 17.95162
C 5.25663 -9.66658 18.27768
C -3.52995 -14.64073 16.97926
C -0.30215 -7.19188 13.98857
C -3.95417 -5.35498 19.44844
C 0.45276 -4.28875 15.90256
C -1.65821 -13.19619 16.38362
C -3.42039 -9.77087 14.93068
C -2.36586 -4.81489 17.65281
C 2.81027 -6.55360 20.86273
C 4.27148 -8.76777 16.28554
C 2.16068 -9.41386 22.06708
C -2.16011 -14.46417 16.62941
C -3.82854 -12.24888 16.67044
C -4.32227 -13.53852 17.00961
C 2.12212 -3.07742 17.16807
C 4.10514 -9.36590 18.98188
C -3.62216 -6.70918 19.33114
C -0.61540 -10.91316 19.10817
C 0.58283 -5.38674 16.76710
C -2.52199 -7.06362 18.51812
C -2.49745 -12.08634 16.29175
C -0.58425 -6.81362 12.66628
C -0.92156 -10.87116 14.29690
C -2.67785 -5.83829 13.40441
C 5.34479 -9.38487 16.90750
C -1.85517 -6.13390 17.68122
C -0.13330 -7.64982 21.10043
C -0.24113 -12.79531 21.13923
C 3.13992 -8.44343 17.02655
H 1.01870 -2.21992 15.47171
H -4.20370 -9.44607 15.63769
H 1.32170 -9.60262 22.76705
H -2.57304 -9.03759 17.82078
H 2.68802 -2.19701 17.37882
H -0.84880 -9.95540 13.68028
H 0.63106 -7.74175 14.23516
H -3.06695 -8.86339 14.44327
H 1.33366 -12.79002 17.74328
H 4.12610 -9.48630 20.05309
H -0.05129 -13.77850 18.61556
H -3.60938 -5.33042 13.20361
H -5.39749 -13.60081 17.15705
H 4.28506 -8.47888 15.21217
H -2.05456 -4.10577 16.85210
H 6.07897 -10.10349 18.81811
H 0.11157 -6.99175 11.86707
H 3.03378 -9.01100 22.64044
H -4.20531 -7.54249 19.75637
H -1.16295 -13.19878 20.66655
H -2.30667 -8.91241 19.44825
H 1.47811 -6.14462 18.47258
H -3.12823 -6.03895 15.50496
H -0.26818 -7.29360 22.16821
H -0.99420 -11.40284 18.22292
H 2.30715 -5.64171 20.45413
H -1.99258 -5.93471 11.32859
H 3.08752 -4.22818 18.68658
H -4.47346 -11.38328 16.66290
H -1.53256 -15.33042 16.53292
H -0.53785 -12.04435 21.89127
H 0.10649 -11.13262 14.62175
H 3.03012 -6.32900 21.97747
H -0.74302 -8.54946 20.96381
H -1.41685 -11.68481 13.75262
H -3.88953 -10.45956 14.19016
H 3.82432 -6.62800 20.42193
H -3.89648 -15.60573 17.25648
H -4.71293 -5.04333 20.12531
H -3.60411 -3.37676 18.64677
H -0.59026 -13.05872 16.15094
H 0.40837 -13.58217 21.54621
H 6.21882 -9.64109 16.32307
H -0.57677 -6.86470 20.49676
H 1.63731 -13.87120 19.21912
H 2.53473 -10.35640 21.68125
H -0.30892 -4.24201 15.11260


Record 2
51
Properties=species:S:1:pos:R:3 method="wB97M-V/def2-TZVPD" homo_energy_ha="-0.3920 / -0.3892" e_above_lowest_kj_mol=0.0 s_squared=2.00 e_tot_ev=-170704.9156 orbital_gap_ev="10.95 / 10.50" spin_multiplicity=3 fmax_ev_per_a=2.220
As -2.97528 0.89451 -2.02506
Ni 0.07442 -0.07637 0.11586
S 1.52937 -1.66929 2.68033
S 3.06557 -0.13171 1.30623
F -4.39827 1.51514 -2.69891
F -1.44349 0.30538 -1.29274
F -3.79400 -0.30898 -1.11193
F -0.02762 -1.98348 2.72075
F -3.05766 1.98666 -0.69030
F 3.19986 0.06438 -0.24858
F -2.72495 -0.26784 -3.27258
F -2.01913 2.02139 -2.91262
O 3.07699 1.17595 1.84618
O 1.12116 0.11474 -1.81615
O -1.42142 0.22130 1.40371
O 2.15570 -2.93133 2.53767
O 1.79166 -0.90690 3.83718
O 4.05572 -1.08318 1.58451
N -0.15786 -2.00656 -0.76712
N 1.51979 -0.76462 1.34040
N 0.38311 1.96915 0.60378
C 0.09510 3.37492 2.65891
C 0.00983 1.99196 2.04799
C 1.14679 1.27705 -2.63011
C 1.03927 -2.23253 -1.63359
C 0.97375 -3.59342 -2.30831
C -1.39948 1.44904 2.15443
C 1.11387 -1.06879 -2.59175
C -2.41457 -0.73639 1.78527
H 0.06413 -3.70332 -2.90086
H 0.66209 1.31612 2.59919
H -2.51341 -0.78574 2.86849
H 0.98133 -4.37567 -1.54617
H -0.45355 3.37597 3.60658
H -3.36515 -0.48851 1.31421
H 0.21643 -1.09554 -3.22960
H -2.07289 -1.69302 1.40270
H -0.33516 2.52632 0.13520
H 1.85970 -3.77373 -2.91745
H 2.17202 1.41364 -3.00226
H 1.90113 -2.21583 -0.96304
H -0.21922 -2.83676 -0.17513
H -1.00088 -2.13671 -1.33090
H 1.11958 3.64627 2.90859
H -0.36913 4.14759 2.04419
H 1.97721 -1.13865 -3.25999
H -2.14210 2.10761 1.69109
H -1.66507 1.25484 3.19341
H 0.49667 1.20324 -3.50009
H 0.92898 2.15227 -2.02751
H 1.23909 2.49944 0.46592


Record 3
16
Properties=species:S:1:pos:R:3 method="wB97M-V/def2-TZVPD" homo_energy_ha="0.0539 / -0.2406" e_above_lowest_kj_mol=189.5 s_squared=0.75 e_tot_ev=-4339.0724 orbital_gap_ev="2.90 / 10.81" spin_multiplicity=2 charge=-1 fmax_ev_per_a=6.729
C -1.66704 -1.37368 -0.63151
C 0.35494 1.59406 1.09770
C 1.79228 0.97512 1.12720
C -0.45803 -1.16201 -1.55383
H -0.22331 -0.20370 -1.84379
H 1.65968 -0.07890 0.82087
H -1.29781 -1.21826 0.47496
H -0.35158 1.31593 1.98513
H -0.67855 -1.93042 -2.42046
H 0.36581 2.76395 0.79718
H -2.21796 -0.31763 -0.75066
H 2.07063 0.90071 2.19707
H 2.43537 1.38937 0.47524
H -0.08340 1.14596 0.16773
H -2.37926 -2.27751 -0.76783
H 0.56754 -1.69048 -1.37276


Record 4
20
Properties=species:S:1:pos:R:3 method="wB97M-V/def2-TZVPD" homo_energy_ha=-0.5081 e_above_lowest_kj_mol=312.5 e_tot_ev=-8933.7633 orbital_gap_ev=10.48 spin_multiplicity=1 charge=+1 fmax_ev_per_a=3.077
N 1.60605 -0.13381 -0.19085
C -0.35595 -0.34546 1.99150
C -0.54664 0.38490 0.71912
C 0.13783 -1.08131 -2.37688
C 0.31002 0.44617 -0.51264
C -0.17629 0.10876 -1.86064
C -1.69306 -0.20484 1.40177
C 0.04046 1.65128 0.26327
H -2.10362 -1.22413 1.15512
H -2.40592 0.42577 1.84334
H 2.19735 0.67512 0.11823
H -0.26014 -1.37845 -3.37370
H 0.87087 2.18282 0.78147
H 2.03085 -0.59857 -0.97370
H 0.70163 -1.75870 -1.78927
H 1.44330 -0.83571 0.58625
H -0.86430 0.80571 -2.35015
H -0.23188 0.01364 2.97782
H 0.00643 -1.36077 1.91455
H -0.70698 2.22757 -0.32461


Record 5
38
Properties=species:S:1:pos:R:3 method="wB97M-V/def2-TZVPD" homo_energy_ha="-0.7601 / -0.7598" e_tot_ev=-172973.2473 orbital_gap_ev="3.12 / 3.11" spin_multiplicity=1 charge=+4 fmax_ev_per_a=3.325
Os -0.23367 -0.11229 0.30358
Br 2.06779 -1.89382 -5.98889
Br 4.50898 4.51506 -1.73601
O 0.89969 -1.35544 1.52635
O -2.01302 0.91175 -0.21827
O 1.01538 -2.59401 3.32611
O -4.12964 1.28341 0.43630
N 1.30939 1.38560 -0.33993
N 0.51226 -0.70688 -1.72856
N -1.49001 -0.60288 1.76369
C -1.94196 -1.77788 3.79363
C -3.24483 -1.27813 3.78835
C 0.35576 -1.82990 2.55347
C 2.85015 2.15228 -1.98750
C 1.63900 2.40744 0.44250
C 3.19691 3.23053 -1.16521
C 1.43116 -1.40529 -4.24160
C 0.04128 -1.78721 -2.34112
C 1.89596 1.23644 -1.54887
C -3.65997 -0.43668 2.75866
C -2.74936 -0.11795 1.75576
C -2.98339 0.76072 0.56603
C 0.46440 -2.18496 -3.60212
C 2.57780 3.36347 0.07983
C 1.92807 -0.26849 -3.59392
C -1.07886 -1.42047 2.75971
C 1.44876 0.06232 -2.32805
H 3.33037 2.04105 -2.94819
H 0.62433 -2.98225 4.13557
H 1.14373 2.48391 1.40633
H -4.66619 -0.03787 2.73521
H -4.32379 1.86802 -0.33320
H 2.81413 4.17628 0.75340
H -3.94063 -1.53785 4.57904
H -0.70748 -2.37627 -1.81895
H 0.05225 -3.07473 -4.05843
H 2.68026 0.33420 -4.08092
H -1.62502 -2.43124 4.59624


Record 6
16
Properties=species:S:1:pos:R:3 method="wB97M-V/def2-TZVPD" homo_energy_ha=-0.3595 e_above_lowest_kj_mol=175.7 e_tot_ev=-7392.9444 orbital_gap_ev=10.95 spin_multiplicity=1 fmax_ev_per_a=1.533
O 1.45775 0.29264 -0.51952
C 2.64159 -0.11825 0.09476
C -0.86211 0.60974 -0.15928
C -1.87401 -0.05741 -1.07259
C -2.18283 0.14786 0.37877
C 0.40382 -0.06018 0.33172
H -2.16073 -0.73504 1.01200
H 2.76008 -1.21295 0.04873
H 0.28161 -1.15929 0.36255
H 2.54198 0.14405 1.18254
H -0.74398 1.67742 -0.33957
H 3.46436 0.35746 -0.45059
H -2.91368 0.89436 0.66931
H 0.77891 0.20300 1.37791
H -1.71354 -1.06969 -1.43551
H -2.40489 0.57223 -1.78624


Record 7
53
Properties=species:S:1:pos:R:3 method="wB97M-V/def2-TZVPD" homo_energy_ha=-0.4233 e_above_lowest_kj_mol=316.2 e_tot_ev=-29874.9276 orbital_gap_ev=6.20 spin_multiplicity=1 charge=+1 fmax_ev_per_a=5.537
O -2.21866 1.68959 -2.68789
N -1.77778 0.70973 -0.23201
C 4.17132 -1.72795 2.13662
C -5.33039 0.38494 2.79857
C -0.68658 0.62268 -1.16083
C -2.99434 -0.17573 2.37952
C -3.39073 1.29116 -1.99025
C 2.17152 1.82066 3.40893
C -5.65132 -0.97839 2.77777
C 0.55795 2.40738 1.71928
C -1.16206 0.72505 -2.60800
C 0.87858 3.75808 1.89228
C 1.88508 -1.01958 2.62867
C 3.93940 -2.93830 2.81103
C 3.16160 -0.76702 2.07643
C -1.64736 0.30240 1.96876
C -4.00402 0.77122 2.60640
C -0.49439 -0.48169 2.35988
C -3.31756 -1.54451 2.41703
C 1.17031 1.40814 2.49827
C 2.69573 -3.17818 3.41031
C -3.09513 1.19878 -0.49353
C -4.65116 -1.94754 2.63362
C 1.67420 -2.23457 3.30412
C 0.80270 -0.02416 2.46996
C 2.52679 3.16102 3.56052
C 1.87003 4.13798 2.80114
H 2.68206 1.06845 4.01349
H -2.52714 -2.29802 2.29847
H -4.14115 2.07559 -2.19904
H 2.51210 -4.10629 3.95446
H 3.35176 0.17645 1.55970
H -3.81871 0.51908 -0.01091
H -0.64284 -1.55903 2.48023
H -3.23735 2.18460 -0.00302
H -1.66601 0.02273 0.57473
H -0.15161 2.12769 0.93820
H -0.35083 1.10990 -3.26042
H 0.05716 1.40057 -0.92952
H -1.55969 1.38786 2.07053
H -3.70380 1.82412 2.64207
H 0.36072 4.51425 1.29665
H -3.74354 0.29099 -2.29627
H -4.88888 -3.01350 2.70186
H -1.50083 -0.29478 -2.90078
H -6.69186 -1.28253 2.88998
H -6.08576 1.14700 2.98324
H 4.73117 -3.68482 2.87740
H 3.31925 3.43188 4.26518
H -0.19138 -0.34945 -0.98433
H 5.13519 -1.53532 1.65332
H 2.13058 5.18878 2.93256
H 0.70716 -2.42464 3.76102